Formula: C19H46INO10P3
Source: the Open Molecules 2025 dataset
Level of theory: ωB97M-V/def2-TZVPD

```
80
Properties=species:S:1:pos:R:3:mulliken_charge:R:1
C -0.1008 1.1418 -6.3976 -0.672
C 1.2017 1.5120 -5.8797 -0.326
P 1.2118 2.6038 -4.2840 0.594
I 2.2244 0.7296 -2.9019 -0.297
O 0.5540 3.9154 -5.2513 -0.461
C 0.3576 5.0083 -4.2985 -0.612
C -0.1801 4.2109 -3.0138 0.058
N -0.7636 4.9903 -1.9057 -0.388
C -1.2184 4.0559 -0.8393 -0.554
C -2.7054 3.5376 -1.0296 -0.485
C -2.8184 2.2546 -1.9835 -0.598
O 0.9172 3.3497 -2.7035 -0.374
H -0.6850 1.7810 -7.1083 0.250
H -0.5847 0.1587 -6.1125 0.173
H 2.1308 1.1571 -6.4056 0.352
H -0.0326 1.9473 -4.0243 -0.278
H 2.5438 3.1055 -4.4326 -0.015
H -0.4358 5.7491 -4.6089 0.260
H 1.4190 5.3986 -4.2195 0.302
H -1.0998 3.7126 -3.4733 0.253
H -1.5663 5.5303 -2.2346 0.327
H -0.5315 3.1829 -0.6974 0.254
H -1.2093 4.6357 0.1325 0.230
H -3.4013 4.3522 -1.3807 0.307
H -3.0976 3.2142 -0.0135 0.322
H -3.4784 1.4481 -1.5798 0.313
H -3.1610 2.6434 -2.9899 0.263
H -1.7562 1.9050 -2.1658 -0.106
O -2.7981 -3.2840 0.3506 -0.774
P -1.6559 -3.8483 -0.4922 1.082
O -1.3827 -2.5504 -1.4726 -0.425
C -0.6714 -1.4367 -0.9341 0.150
C 0.8025 -1.7448 -0.7487 -1.123
O -2.5839 -4.7610 -1.5268 -0.361
C -3.8752 -5.2106 -1.1315 -0.338
C -4.9519 -4.2632 -1.6299 -1.172
O -0.2974 -4.6295 -1.1773 -0.247
C 0.2751 -5.6906 -0.4009 -0.333
C -0.6723 -6.8663 -0.2338 -1.018
H -1.1260 -1.1275 0.0140 0.298
H -0.7836 -0.6124 -1.6413 0.030
H 0.9493 -2.4979 0.0346 0.287
H 1.3498 -0.8464 -0.4612 0.294
H 1.2347 -2.1434 -1.6673 0.312
H -3.9286 -5.3406 -0.0488 0.367
H -4.0267 -6.1985 -1.5750 0.373
H -4.7229 -3.2219 -1.4001 0.297
H -5.9199 -4.5137 -1.1896 0.353
H -5.0401 -4.3307 -2.7174 0.292
H 0.5787 -5.2985 0.5747 0.297
H 1.1766 -6.0177 -0.9228 0.362
H -1.5344 -6.5935 0.3836 0.274
H -0.1648 -7.7034 0.2505 0.425
H -1.0573 -7.1957 -1.2002 0.229
O 1.3327 1.4771 5.8881 -0.782
P 1.8825 1.0522 4.5282 1.040
O 0.6221 0.1147 4.0161 -0.313
C -0.5505 0.7656 3.5381 -0.671
C -0.3202 1.4033 2.1800 -0.672
O 2.8918 -0.1521 5.0705 -0.352
C 3.3876 -0.1323 6.4049 -0.357
C 2.5233 -0.9875 7.3144 -1.174
O 2.6188 0.8532 2.9997 -0.184
C 3.6094 1.8305 2.6410 -0.353
C 4.8271 1.7836 3.5473 -1.026
H -0.8882 1.5121 4.2652 0.307
H -1.3292 0.0041 3.4584 0.364
H 0.3807 2.2399 2.2555 0.311
H -1.2570 1.7839 1.7667 0.367
H 0.1087 0.6836 1.4802 0.157
H 3.4665 0.8910 6.7765 0.372
H 4.4025 -0.5378 6.3816 0.386
H 1.4613 -0.7656 7.2014 0.300
H 2.8016 -0.8408 8.3605 0.353
H 2.6491 -2.0455 7.0693 0.287
H 3.1548 2.8254 2.6574 0.301
H 3.9086 1.6193 1.6128 0.384
H 4.5747 2.1013 4.5648 0.271
H 5.6096 2.4469 3.1737 0.424
H 5.2237 0.7691 3.6138 0.235
```

The value obtained for the HOMO energy is -3.314 eV. The LUMO energy is 0.6 eV. The calculation puts the HOMO-LUMO gap at 0.1437 hartree. Its total charge is -1.